1.
Formula: C5H10BN
Source: OMol25
Level of theory: the ωB97M-V functional and the def2-TZVPD basis

Properties
Energy relative to the best compared isomer or geometry (same formula, charge and spin) = 4.1699 eV
Gap between HOMO and LUMO (alpha / beta) = 0.2814 / 0.2557 Ha
HOMO (alpha / beta) = -7.48 / -6.69 eV

Geometry (Å):
N  -2.97367  0.40493  -0.29887
C  -0.51217  -1.41017  0.13014
C  0.84599  0.73855  0.15599
C  2.23166  0.28473  0.50767
C  -0.36328  -0.04440  0.66523
C  1.74835  0.18631  -0.90674
B  -1.78466  0.67807  0.30603
H  1.53637  -0.79513  -1.29158
H  -0.57309  -1.55243  -0.93681
H  2.33164  -0.63221  1.06627
H  2.97347  1.03194  0.74865
H  2.16509  0.86436  -1.63712
H  0.69183  1.81162  0.14141
H  -0.29211  -0.09214  1.75858
H  -3.21396  -0.42376  -0.82176
H  -3.73189  1.07041  -0.29922
H  -1.07957  -2.12066  0.71214

2.
Formula: C35H50N11O8
Source: OMol25
Level of theory: the ωB97M-V functional and the def2-TZVPD basis

Properties
Energy relative to the best compared isomer or geometry (same formula, charge and spin) = 0.2179 eV
Gap between HOMO and LUMO = 0.3412 Ha
HOMO = -10.79 eV
Total charge = +1

Geometry (Å):
O  5.71595  -0.89982  -1.26887
O  -1.97827  2.40178  1.95595
O  -1.44825  -5.15499  -2.17903
O  6.00591  -0.36595  -3.41197
O  2.10566  1.24072  1.67622
O  2.74634  5.16571  -1.09917
O  -4.42959  2.34318  0.44307
O  -4.94525  -0.21220  -0.67038
N  1.81848  0.08800  -0.85679
N  0.36578  -0.68964  -2.19286
N  1.57623  -0.81595  -1.79806
N  2.43699  -2.25431  2.75388
N  -1.09766  -1.47527  0.99919
N  -1.68943  -0.23422  2.82861
N  3.74918  -0.22135  2.14051
N  0.37350  -1.24076  2.84188
N  1.00552  -2.55722  0.98557
N  -0.52571  -2.98750  -0.65279
N  -2.27143  0.52934  -0.29686
C  -0.21544  0.31714  -1.51161
C  -1.83543  -2.94281  -1.25666
C  -7.21926  -2.75505  -1.07808
C  4.43452  0.91318  -2.21959
C  -0.19927  -2.33824  0.46365
C  2.91882  0.41450  1.29145
C  1.25094  -1.99295  2.16534
C  -0.62430  3.78222  -0.76417
C  -5.30549  -1.05569  -1.76188
C  5.44371  -0.21142  -2.22047
C  -3.18221  2.93236  2.48222
C  1.51229  3.74740  -2.52074
C  -6.34942  -2.00723  -1.41846
C  -1.31357  0.82886  3.72774
C  3.10088  0.14686  -0.20941
C  -0.19202  -5.22464  -1.54287
C  -4.06771  3.38716  1.31793
C  -0.70554  3.01552  -1.91704
C  4.52078  -1.40978  1.83423
C  -5.97263  0.68732  -0.29467
C  3.41772  -0.16821  3.55453
C  1.59400  4.49755  -1.34889
C  -0.75762  -0.99951  2.21048
C  0.37367  3.02128  -2.79638
C  0.72448  0.83802  -0.64485
C  -2.34876  -4.38100  -1.43217
C  0.51029  4.52133  -0.47939
C  0.41341  -3.82991  -1.36263
C  -5.48853  1.51658  0.88742
C  -0.98610  2.10242  2.92641
C  -1.87986  2.11461  -2.18723
C  3.57335  -2.63488  1.94326
C  2.80561  -1.53696  3.95196
C  -1.65237  0.68467  -1.64241
C  3.97052  1.26559  -0.80945
H  5.30878  -1.47187  2.58821
H  -2.13078  1.00046  4.43185
H  6.64650  -1.09573  -3.41244
H  3.59238  0.59513  -2.83988
H  -2.51426  -2.38643  -0.61150
H  -5.15705  0.84525  1.69140
H  0.69628  1.63193  0.06641
H  -2.03335  2.05166  -3.26477
H  -1.74731  -2.46737  -2.24070
H  5.00292  -1.34849  0.86060
H  3.53050  -2.14886  4.49270
H  2.69839  0.63826  3.69570
H  -0.29636  -5.71136  -0.56124
H  4.08823  -3.47795  2.41056
H  3.19492  -2.94219  0.96875
H  -0.84881  2.95176  3.60501
H  -4.39347  -1.59613  -2.03301
H  -2.52712  -0.07074  2.28954
H  -0.42746  0.51054  4.27428
H  0.44228  -5.83622  -2.18464
H  3.39962  2.19538  -0.82344
H  -2.50511  -4.83111  -0.43918
H  -2.96559  3.79799  3.12077
H  -0.06452  1.94438  2.36130
H  4.84122  1.40520  -0.16672
H  -2.07115  1.34784  0.30271
H  -5.63565  -0.44436  -2.61540
H  -1.44630  3.79602  -0.06538
H  0.60691  -3.37522  -2.33970
H  -6.20940  1.35256  -1.13609
H  -6.87444  0.13237  -0.01135
H  4.32060  0.04509  4.13011
H  0.32401  2.43823  -3.70410
H  0.55976  5.11025  0.42635
H  1.91526  -1.40184  4.56284
H  -3.70813  2.18179  3.08636
H  1.33629  -3.87734  -0.78925
H  -3.29249  -4.38696  -1.98077
H  -4.95880  3.88170  1.72348
H  -3.30115  0.43806  -0.38570
H  -2.78887  2.51477  -1.73519
H  -1.85910  -0.36394  0.19962
H  -2.12505  -0.04134  -2.30915
H  4.89033  1.77758  -2.70327
H  2.66816  5.68670  -0.29071
H  2.35155  3.75082  -3.19744
H  -7.97620  -3.43343  -0.81647
H  -3.51738  4.10176  0.70123
H  3.56444  -0.81887  -0.40680
H  -6.32012  2.12764  1.25947

3.
Formula: C7H6N2
Source: OMol25
Level of theory: the ωB97M-V functional and the def2-TZVPD basis

Properties
Energy relative to the best compared isomer or geometry (same formula, charge and spin) = 6.6923 eV
Gap between HOMO and LUMO (alpha / beta) = 0.2808 / 0.2808 Ha
HOMO (alpha / beta) = -7.53 / -7.53 eV

Geometry (Å):
N  -0.19754  0.15406  2.08383
N  0.56335  -0.37087  2.90374
C  0.02504  -2.11354  0.34643
C  -0.58458  1.28870  -1.25549
C  0.41306  -1.21120  -0.33369
C  1.08636  -0.44023  -1.33627
C  -0.52539  0.64313  1.05602
C  0.70181  0.78572  -1.72271
C  -1.08590  1.19971  -0.01627
H  -2.18042  1.37806  0.03604
H  1.20689  1.26525  -2.61327
H  0.42139  -0.32279  3.86534
H  -1.27603  1.65273  -2.10807
H  -0.43606  -2.87582  0.88965
H  1.86803  -1.03288  -1.79529

4.
Formula: C31H19Cl5MoN2
Source: OMol25
Level of theory: the ωB97M-V functional and the def2-TZVPD basis

Properties
Energy relative to the best compared isomer or geometry (same formula, charge and spin) = 0.0000 eV
Multiplicity = 3
Gap between HOMO and LUMO (alpha / beta) = 0.1152 / 0.1440 Ha
HOMO (alpha / beta) = 0.95 / 0.14 eV
Total charge = -2

Geometry (Å):
Mo  1.11619  -0.01077  -1.53090
Cl  1.80515  3.36437  -0.67627
Cl  0.27808  5.81276  -1.90348
Cl  -2.49303  5.33230  -3.14211
Cl  -3.01572  2.61136  -4.54033
Cl  -0.87779  0.20437  -4.06922
N  1.11499  -1.75277  -2.53138
N  0.28177  -3.55039  -3.42742
C  2.79379  0.25547  -0.96171
C  5.15054  0.44997  -1.23853
C  4.28183  0.42904  1.01990
C  0.58760  3.10452  -1.87686
C  -0.73509  1.70343  -3.23798
C  -3.35037  0.62316  0.18177
C  5.56200  0.41803  1.47273
C  -1.43025  4.00117  -2.85636
C  0.09559  -1.84542  4.65945
C  -2.49064  -2.16926  3.53208
C  -0.19851  4.18866  -2.25059
C  -3.09279  0.02594  1.43122
C  1.52640  -1.72836  -3.86112
C  4.02010  0.36111  -0.39388
C  -5.39615  0.49963  2.02367
C  -1.67748  2.77940  -3.44131
C  6.65715  0.59769  0.63719
C  -1.78721  -0.45881  1.73006
C  -0.28618  -1.14004  3.50708
C  -4.56213  1.26571  -0.09540
C  -2.13037  -2.83909  4.67416
C  -1.54662  -1.30028  2.92694
C  -5.59611  1.18313  0.82501
C  6.41297  0.58438  -0.73636
C  -0.71681  -0.12840  0.95590
C  0.45420  -2.89963  -2.28910
C  -0.87270  -2.64637  5.26558
C  0.25648  1.81838  -2.30865
C  0.82701  -2.75227  -4.43785
C  0.20329  0.11231  0.12658
C  -4.10610  0.03367  2.41092
H  0.41862  -0.50394  2.93978
H  3.45967  0.51339  1.71899
H  -0.66243  -3.16168  6.22616
H  0.08577  -3.14783  -1.29789
H  7.26027  0.63292  -1.47195
H  1.05994  -1.67213  5.16682
H  -0.07053  -4.49234  -3.59317
H  -2.84365  -3.50518  5.17299
H  -3.41661  -2.44902  2.99568
H  5.75908  0.28518  2.55025
H  -3.85637  -0.29157  3.42477
H  2.14455  -0.93791  -4.30544
H  -6.58683  1.52735  0.58173
H  7.72237  0.66750  0.97045
H  -4.71424  1.76599  -1.04935
H  -2.53236  0.57448  -0.56357
H  -6.21370  0.30679  2.73861
H  0.93013  -3.06357  -5.43115
H  4.99327  0.41354  -2.34714

5.
Formula: C12H18ClGdIN2O3P
Source: OMol25
Level of theory: the ωB97M-V functional and the def2-TZVPD basis

Properties
Energy relative to the best compared isomer or geometry (same formula, charge and spin) = 0.4465 eV
Multiplicity = 8
Gap between HOMO and LUMO (alpha / beta) = 0.2761 / 0.1809 Ha
HOMO (alpha / beta) = -15.16 / -15.16 eV
Total charge = +2

Geometry (Å):
Gd  -0.23934  -0.74737  0.26761
I  -2.53082  -3.41675  0.29424
Cl  -2.28600  0.44112  0.95310
P  -0.86357  0.17082  -2.30923
O  2.60677  0.03063  -1.96664
O  -1.91937  -6.24860  -0.43298
O  3.06619  4.89798  3.95427
N  4.68786  3.33276  4.19131
N  1.11762  1.05376  1.28519
C  3.50621  3.79090  3.68027
C  -0.04527  0.33715  -3.94342
C  3.13860  1.51256  2.53575
C  1.53536  3.25284  2.21056
C  -1.91827  1.66154  -2.51124
C  0.76335  2.36740  1.46839
C  2.34951  0.68353  1.74433
C  -2.85744  -5.71578  0.09796
C  -4.11712  -6.39477  0.59470
C  1.73447  -0.32140  -1.30680
C  2.75180  2.83812  2.79104
C  -2.12358  -1.05124  -2.83977
H  5.22871  3.97018  4.75051
H  -2.64921  1.70736  -1.70174
H  0.52353  -0.56851  -4.17312
H  1.16323  4.27234  2.35952
H  -4.02364  -7.47105  0.38287
H  2.69208  -0.31348  1.45750
H  -2.41752  1.56610  -3.48574
H  0.63232  1.19775  -3.93101
H  5.11074  2.46248  3.92636
H  -0.17961  2.67352  0.99569
H  -0.84080  0.49195  -4.69302
H  -2.57500  -0.61888  -3.74067
H  -1.29585  2.56079  -2.49512
H  -4.24154  -6.26302  1.67510
H  -5.00875  -6.01635  0.08268
H  4.04667  1.08467  2.95574
H  -2.87009  -1.20145  -2.05697
H  -1.65225  -2.00960  -3.06722

6.
Formula: C29H29N5O4Ta
Source: OMol25
Level of theory: the ωB97M-V functional and the def2-TZVPD basis

Properties
Energy relative to the best compared isomer or geometry (same formula, charge and spin) = 0.8788 eV
Gap between HOMO and LUMO = 0.2344 Ha
HOMO = -16.50 eV
Total charge = +3

Geometry (Å):
Ta  -0.10917  -0.42516  0.79000
O  1.34166  -1.72517  1.12438
O  1.41014  0.92560  0.29880
O  -0.63811  -0.78824  -1.01851
O  -1.40527  -1.60503  1.59808
N  1.28502  2.84402  -3.79867
N  0.29213  0.41723  2.76924
N  2.71759  2.73379  -0.02053
N  -1.46383  1.07453  0.96002
N  1.06237  2.06539  -1.59422
C  1.57925  2.92229  -2.47738
C  -3.38467  -2.89023  1.34303
C  -4.74124  -2.97271  1.15966
C  3.15609  -3.89908  3.45667
C  2.42957  -3.41306  2.36135
C  -0.76634  -0.54327  -3.37007
C  -3.44594  -0.37075  1.17700
C  1.73940  -1.40875  3.50557
C  -5.45880  -1.75062  1.14334
C  -2.17161  1.02931  -4.49983
C  3.20270  3.68031  -0.87974
C  -1.72808  0.60194  -5.75386
C  -0.33390  -0.97027  -4.66813
C  0.97285  -0.24038  3.68571
C  1.84134  -2.17253  2.33370
C  3.33096  2.53022  1.31802
C  2.65914  3.80163  -2.10423
C  -4.91986  -0.50929  1.10871
C  -0.14526  -1.11875  -2.22615
C  1.68075  1.90580  -0.45821
C  -0.83604  -0.43588  -5.85390
C  -1.06219  2.14284  1.87419
C  0.99235  -2.08121  -2.33967
C  -0.53767  1.58710  3.15974
C  -1.62006  0.55747  -3.32536
C  2.52019  -1.85690  4.66966
C  3.17901  -3.06146  4.62822
C  -2.79903  0.82946  0.84620
C  -2.73822  -1.63733  1.34364
H  2.48051  -1.16406  5.52015
H  1.45555  -2.34794  -1.38423
H  1.79171  -1.69603  -3.07380
H  -2.86653  1.86240  -4.45724
H  2.93133  3.20491  2.08352
H  0.63681  -3.03179  -2.77893
H  -2.77028  -3.72398  1.53689
H  3.30276  1.49435  1.63557
H  -1.96663  2.70450  2.06146
H  -3.36387  1.57575  0.32354
H  -0.35531  2.84368  1.44969
H  -6.56193  -1.88184  1.16015
H  0.11146  2.32137  3.65414
H  2.31025  -4.03656  1.43334
H  -5.28306  -3.89345  1.19215
H  0.78989  0.03996  4.72484
H  1.67866  3.38691  -4.52203
H  -1.88845  1.04397  -2.36550
H  -2.17936  1.06718  -6.68922
H  -1.33234  1.22976  3.86980
H  4.42468  2.58469  1.24041
H  3.85400  -3.34274  5.44603
H  0.38792  -1.79877  -4.72928
H  -0.45660  -0.89137  -6.77886
H  3.82822  -4.75935  3.38295
H  0.42236  2.33738  -3.97064
H  3.08043  4.51280  -2.85066
H  4.01493  4.20122  -0.48439
H  -5.56432  0.38420  1.10369